Computed, not measured: a molecular structure, C22H23IrN6SSi in a non-equilibrium geometry, with ωB97M-V with the def2-TZVPD basis set.

Output
E_HOMO (spin up / spin down) (eV): -13.8 / -13.7
Multiplicity: 1
Energy relative to the best compared isomer or geometry (same formula, charge and spin) (kcal per mole): 40.0
Total energy (Ha): -1972.19652
Lowest unoccupied orbital energy (spin up / spin down) (Ha): -0.305 / -0.312
Net charge: +2
Frontier orbital gap (spin up / spin down) (eV): 5.527 / 5.201

```
54
C22H23IrN6SSi | the OMol25 dataset | ωB97M-V with the def2-TZVPD basis set
Ir -0.67249 0.48610 -1.36326
N 3.65691 0.25570 -1.27506
C 2.36981 -0.09900 -1.22516
N 1.38071 0.73050 -1.42526
C 1.67641 2.07300 -1.72196
N 0.67391 2.85740 -2.06966
N -0.49939 2.32680 -1.99306
C -1.65439 2.89120 -2.40916
C -2.80809 2.14120 -2.16276
C -4.11599 2.57910 -2.47966
C -5.19719 1.85610 -2.05376
C -4.98539 0.68380 -1.31636
C -3.69269 0.24780 -1.11026
N -2.62539 0.92200 -1.52716
C 3.03381 2.53870 -1.66596
C 3.39191 3.88340 -1.77666
C 4.72881 4.23800 -1.79266
C 5.72431 3.26830 -1.68886
C 5.39211 1.93720 -1.50236
C 4.05371 1.57220 -1.47966
H 4.38141 -0.44190 -1.14356
H 2.14581 -1.13770 -1.01656
H -1.65939 3.86750 -2.86646
H -4.23189 3.48830 -3.04396
H -6.19999 2.18530 -2.26506
H -5.80889 0.10590 -0.93846
H -3.50289 -0.67960 -0.58676
H 2.61571 4.62770 -1.85196
H 5.00701 5.27460 -1.89696
H 6.76161 3.55310 -1.75226
H 6.16391 1.19210 -1.38096
C -0.66799 -4.65130 0.56854
Si -0.67909 -3.74700 2.24664
C -2.33219 -4.12690 3.12024
C 0.98271 -4.12020 3.11304
C -0.68239 -1.82020 2.19904
C -0.66719 -1.09620 3.38904
C -0.66339 0.28630 3.37894
C -0.66639 0.94270 2.15304
N -0.68719 0.27540 1.01794
C -0.69969 -1.06750 1.02654
S -0.73799 -1.74580 -0.57726
H -0.66119 -5.72160 0.74674
H 0.20971 -4.40600 -0.02016
H -1.54779 -4.41820 -0.02216
H -2.43889 -5.19770 3.25684
H -3.17539 -3.78560 2.52484
H -2.40339 -3.65480 4.09514
H 1.09281 -5.19070 3.24834
H 1.05731 -3.65080 4.08864
H 1.82361 -3.77730 2.51564
H -0.65309 -1.62320 4.33024
H -0.65469 0.85340 4.29324
H -0.65209 2.01860 2.08864
```

natural (NBO) atomic charge list, values in e, 6 entries: 1.062, -0.507, 0.370, -0.575, 0.436, -0.312



Computed, not measured: C20H20N6O2S in the gas phase in a non-equilibrium geometry, with ωB97M-V with the def2-TZVPD basis set.

Output
E_HOMO (eV): -8.0
Multiplicity: 1
SMILES: COc1ccccc1NC(=O)CSc1nnc(Cn2cnc3ccccc32)n1C
Energy relative to the best compared isomer or geometry (same formula, charge and spin) (kcal per mole): 0.0
Total energy (Ha): -1651.36996
Lowest unoccupied orbital energy (Ha): 0.017
Net charge: 0
Frontier orbital gap (eV): 8.507

```
49
C20H20N6O2S | the OMol25 dataset | ωB97M-V with the def2-TZVPD basis set
C -0.98010 -2.14230 -2.62695
O 0.06740 -2.01470 -1.69506
C -0.24908 -1.94352 -0.36644
C -1.51719 -2.10677 0.16395
C -1.71508 -2.02074 1.53401
C -0.65524 -1.76337 2.37944
C 0.62123 -1.60197 1.86479
C 0.83441 -1.69906 0.49989
N 2.08902 -1.55283 -0.10982
C 3.29554 -1.38666 0.47600
O 3.50102 -1.35389 1.67119
C 4.41124 -1.14161 -0.53020
S 4.71327 0.66646 -0.54137
C 3.05258 1.17403 -0.74318
N 2.29957 0.96658 -1.78797
N 1.10405 1.50522 -1.53834
C 1.12993 2.03590 -0.34513
C 0.00742 2.78858 0.28768
N -1.08488 1.94019 0.68544
C -1.49287 1.65113 1.95511
N -2.59005 0.96879 2.01737
C -2.96777 0.76907 0.71184
C -4.07660 0.12049 0.17956
C -4.20053 0.09007 -1.19315
C -3.24960 0.67988 -2.03081
C -2.14104 1.33116 -1.52638
C -2.02047 1.37190 -0.14716
N 2.35579 1.84431 0.22435
C 2.81203 2.19301 1.53836
H -1.70383 -1.32913 -2.52305
H -0.50652 -2.08586 -3.60564
H -1.48937 -3.10585 -2.52323
H -2.35963 -2.29692 -0.48093
H -2.70849 -2.14717 1.93319
H -0.81619 -1.68553 3.44287
H 1.45880 -1.41575 2.51628
H 2.02595 -1.55383 -1.12140
H 4.17264 -1.46150 -1.54254
H 5.34409 -1.58286 -0.18488
H 0.37026 3.32487 1.16833
H -0.36683 3.51510 -0.44421
H -0.94269 1.98225 2.81601
H -4.80743 -0.33595 0.82728
H -5.05177 -0.40329 -1.63963
H -3.39105 0.62888 -3.10092
H -1.39133 1.76588 -2.16844
H 2.98436 3.26849 1.61607
H 2.07668 1.88118 2.28060
H 3.74834 1.66765 1.72721
```

natural (NBO) atomic charge list, values in e, 6 entries: -0.251, -0.516, 0.267, -0.286, -0.195, -0.226